Entry 1:
Computed, not measured: 5 unconnected molecules or ions with the total composition C10H20Br10, with the ωB97M-V functional and the def2-TZVPD basis.

CARTESIAN COORDINATES (ANGSTROEM)
Br (-5.7664, -25.4463, -16.3777)
C (-4.1147, -25.4928, -15.3343)
C (-4.4337, -25.4113, -13.8718)
Br (-2.7908, -25.7746, -12.8784)
H (-3.5643, -24.6204, -15.6756)
H (-3.5606, -26.3720, -15.6452)
H (-5.1681, -26.1409, -13.5547)
H (-4.6805, -24.3931, -13.6034)
Br (-7.6107, -19.7557, -9.8701)
C (-7.8340, -20.7622, -11.5223)
C (-7.1071, -22.0687, -11.3917)
Br (-6.9113, -22.8534, -13.1487)
H (-7.3926, -20.1254, -12.2803)
H (-8.8945, -20.9027, -11.6924)
H (-7.6804, -22.7644, -10.7853)
H (-6.1201, -21.9509, -10.9602)
Br (-3.3931, -29.5008, -13.4592)
C (-1.9597, -30.0603, -14.6612)
C (-1.8923, -29.0669, -15.7700)
Br (-0.4468, -29.5604, -16.9703)
H (-2.1380, -31.0879, -14.9539)
H (-1.0706, -30.0213, -14.0378)
H (-1.7221, -28.0778, -15.3573)
H (-2.7727, -29.1042, -16.4016)
Br (-0.9834, -28.2582, -9.4301)
C (-0.0955, -26.8592, -10.4349)
C (0.8806, -27.4249, -11.4105)
Br (2.5058, -27.9794, -10.5454)
H (0.3546, -26.1994, -9.7011)
H (-0.8749, -26.3114, -10.9610)
H (1.1798, -26.7059, -12.1675)
H (0.4933, -28.3228, -11.8808)
Br (-9.1534, -22.3474, -17.8771)
C (-8.8752, -24.2564, -18.0190)
C (-8.5582, -24.6072, -19.4442)
Br (-8.2202, -26.5272, -19.5604)
H (-9.7907, -24.7334, -17.6786)
H (-8.0805, -24.5752, -17.3545)
H (-7.6145, -24.1817, -19.7721)
H (-9.3346, -24.3198, -20.1443)

Summary:
HOMO: -10.116 eV
calculated total energy: -711119.892 eV
SMILES string: BrCCBr.BrCCBr.BrCCBr.BrCCBr.BrCCBr
LUMO energy: 0.33 eV
frontier orbital gap: 0.384 hartree

=====

Entry 2:
Computed, not measured: a molecular structure, C10H20Br10, with the ωB97M-V functional and the def2-TZVPD basis.

CARTESIAN COORDINATES (ANGSTROEM)
Br (-1.3497, 2.4728, -6.1361)
C (-1.6667, 1.0697, -4.6659)
C (-2.2553, 1.7771, -3.5023)
Br (-2.5723, 0.5585, -1.9809)
H (-0.7046, 0.6261, -4.4094)
H (-2.3273, 0.3114, -5.0862)
H (-3.2359, 2.2208, -3.6749)
H (-1.6434, 2.6333, -3.2183)
Br (-1.2017, 2.5928, -0.7368)
C (-1.4926, 4.5064, -0.5697)
C (-3.0056, 4.7136, -0.3852)
Br (-3.6987, 6.5504, -0.3216)
H (-1.1781, 4.8466, -1.5563)
H (-0.8241, 4.9085, 0.1916)
H (-3.3522, 4.3163, 0.5688)
H (-3.5304, 4.1745, -1.1739)
Br (1.4316, -6.8284, 2.9695)
C (1.1026, -5.4216, 1.6070)
C (0.1828, -4.4070, 2.1728)
Br (0.1207, -2.9474, 0.8227)
H (0.6926, -5.9259, 0.7319)
H (2.0403, -4.8938, 1.4328)
H (0.3638, -4.0407, 3.1833)
H (-0.8160, -4.8406, 2.2221)
Br (1.3328, 0.1334, -2.0577)
C (-0.1777, 0.3123, -0.7085)
C (0.3293, -0.3776, 0.5269)
Br (-1.2872, -0.4686, 1.7118)
H (-1.1146, -0.1174, -1.0627)
H (-0.3406, 1.3810, -0.5689)
H (1.0533, 0.1621, 1.1373)
H (0.6826, -1.3845, 0.3043)
Br (2.8012, -0.9458, 0.6309)
C (2.9341, -1.4455, 2.5206)
C (4.1838, -0.7566, 3.0422)
Br (4.5528, -1.1358, 5.0278)
H (2.8739, -2.5333, 2.5563)
H (2.0717, -1.0025, 3.0187)
H (3.9838, 0.3123, 2.9684)
H (5.0413, -1.1070, 2.4676)

Summary:
HOMO: -9.372 eV
calculated total energy: -711111.784 eV
LUMO energy: 0.10 eV
frontier orbital gap: 0.348 hartree